{
  "formula": "C49H96BBr24N2O2",
  "method": "wB97M-V/def2-TZVPD",
  "species": ["N", "C", "C", "C", "C", "B", "C", "C", "C", "C", "C", "C", "C", "C", "C", "C", "C", "C", "N", "C", "C", "C", "C", "C", "C", "C", "C", "O", "C", "O", "H", "H", "H", "H", "H", "H", "H", "H", "H", "H", "H", "H", "H", "H", "H", "H", "H", "H", "H", "H", "H", "H", "H", "H", "H", "H", "H", "H", "H", "H", "H", "H", "H", "H", "H", "H", "H", "H", "H", "H", "H", "H", "H", "H", "H", "H", "H", "H", "Br", "C", "C", "Br", "H", "H", "H", "H", "Br", "C", "C", "Br", "H", "H", "H", "H", "Br", "C", "C", "Br", "H", "H", "H", "H", "Br", "C", "C", "Br", "H", "H", "H", "H", "Br", "C", "C", "Br", "H", "H", "H", "H", "Br", "C", "C", "Br", "H", "H", "H", "H", "Br", "C", "C", "Br", "H", "H", "H", "H", "Br", "C", "C", "Br", "H", "H", "H", "H", "Br", "C", "C", "Br", "H", "H", "H", "H", "Br", "C", "C", "Br", "H", "H", "H", "H", "Br", "C", "C", "Br", "H", "H", "H", "H", "Br", "C", "C", "Br", "H", "H", "H", "H"],
  "positions_angstrom": [[-1.50516, 1.85173, 6.77151], [-1.12430, 3.01177, 5.96181], [-0.22077, 2.71982, 4.76647], [-0.78476, 1.67724, 3.77780], [-0.28046, 0.24011, 3.96296], [-0.75617, -0.81500, 2.76687], [0.28806, -2.11205, 2.71523], [1.08322, -2.26062, 1.41234], [1.96171, -1.05683, 1.03572], [3.46559, -1.20874, 1.31393], [3.89649, -1.83395, 2.64521], [3.66946, -1.00204, 3.92807], [3.49752, 0.50292, 3.75567], [4.76927, 1.26647, 3.36599], [4.42141, 2.65295, 2.81192], [3.94945, 2.61453, 1.35144], [4.04356, 3.97373, 0.65711], [3.18877, 5.06248, 1.32469], [3.87649, 6.33792, 1.44058], [4.23785, 6.96067, 2.59947], [4.89179, 8.12464, 2.29305], [4.93370, 8.21138, 0.87357], [4.29963, 7.09814, 0.38718], [-2.30299, -1.27944, 3.06787], [-2.86552, -2.34754, 2.12833], [-2.88719, -1.89154, 0.66413], [-2.61949, -3.07152, -0.24449], [-2.42279, -2.72715, -1.63286], [-1.22154, -2.19394, -1.90490], [-1.07500, -1.10409, -2.37475], [-0.68279, 1.28962, 6.96101], [-2.12420, 1.25548, 6.23424], [-0.61553, 3.71995, 6.62583], [-2.05070, 3.48739, 5.62291], [0.73794, 2.34056, 5.14653], [-0.02405, 3.66211, 4.24092], [-0.52717, 1.97025, 2.75654], [-1.87595, 1.66115, 3.89829], [-0.67020, -0.16088, 4.91518], [0.81210, 0.24497, 4.07510], [-0.67967, -0.16059, 1.71248], [-0.29648, -3.04048, 2.82105], [0.97310, -2.12322, 3.57519], [0.38536, -2.44658, 0.58635], [1.73247, -3.15334, 1.45301], [1.87245, -0.90376, -0.04692], [1.56724, -0.14380, 1.48608], [3.87396, -1.85268, 0.52356], [3.97402, -0.24665, 1.20731], [4.97351, -2.03120, 2.56664], [3.42965, -2.81586, 2.76521], [2.78968, -1.38508, 4.44922], [4.52512, -1.16322, 4.59622], [3.17443, 0.90535, 4.72297], [2.69194, 0.73770, 3.05783], [5.38558, 0.70923, 2.65506], [5.36725, 1.41312, 4.27072], [5.30056, 3.30583, 2.86184], [3.63027, 3.05702, 3.45229], [2.93339, 2.21324, 1.28042], [4.61044, 1.92404, 0.81623], [5.08726, 4.30246, 0.67432], [3.75626, 3.87981, -0.39359], [2.88431, 4.76314, 2.32618], [2.28050, 5.24509, 0.74597], [3.99523, 6.52777, 3.55750], [5.30023, 8.82487, 3.00478], [5.38003, 8.98403, 0.26866], [4.12513, 6.78866, -0.63217], [-2.43508, -1.60312, 4.11286], [-2.95950, -0.40835, 2.96591], [-3.89789, -2.60157, 2.40949], [-2.30496, -3.28631, 2.23923], [-3.86353, -1.45616, 0.40853], [-2.13001, -1.12624, 0.47685], [-3.46273, -3.76136, -0.19004], [-1.74372, -3.59434, 0.15462], [-0.36241, -2.86882, -1.75208], [0.97103, -2.53270, -5.55091], [-0.51736, -1.28992, -5.36566], [-0.80704, -0.57293, -6.65460], [0.51916, 0.79904, -7.04231], [-0.26040, -0.62141, -4.55170], [-1.37253, -1.89219, -5.07044], [-1.75871, -0.05098, -6.58972], [-0.81323, -1.24199, -7.50926], [6.16114, 10.82374, 4.12587], [5.83346, 12.20237, 5.45587], [4.38552, 12.24754, 5.86759], [3.26670, 13.06600, 4.50602], [6.16691, 13.14234, 5.02822], [6.45876, 11.94643, 6.30828], [4.26494, 12.86245, 6.75649], [3.98107, 11.25714, 6.04923], [-6.27712, 0.70276, 1.18104], [-7.11918, 0.15123, 2.84766], [-6.68165, 1.00485, 4.00945], [-4.87287, 0.58678, 4.57100], [-6.86802, -0.89608, 2.98538], [-8.19060, 0.25807, 2.69143], [-7.32169, 0.81807, 4.86947], [-6.69467, 2.06338, 3.76853], [-7.05313, 4.14930, 1.73991], [-7.11682, 5.68456, 2.92891], [-5.73438, 6.20807, 3.21932], [-4.77604, 5.03794, 4.43879], [-7.62498, 5.35862, 3.83156], [-7.71841, 6.43772, 2.42427], [-5.78971, 7.17717, 3.71026], [-5.13058, 6.28578, 2.32083], [-5.82212, -7.31114, 3.16065], [-6.21992, -7.15558, 1.26181], [-5.37052, -6.11498, 0.58505], [-5.95594, -4.30773, 0.98647], [-7.27958, -6.93598, 1.18190], [-6.01584, -8.13529, 0.83572], [-5.45709, -6.21686, -0.49456], [-4.32380, -6.17954, 0.87016], [-0.39747, -5.68420, 1.46493], [1.37653, -6.23257, 0.90597], [2.17424, -6.79721, 2.05205], [2.78576, -5.41059, 3.26525], [1.84488, -5.35602, 0.46762], [1.22968, -6.99283, 0.14078], [3.07153, -7.28810, 1.68117], [1.59249, -7.49595, 2.64578], [7.95439, -1.11943, 2.26873], [9.46410, -0.29615, 3.17281], [9.24478, -0.20334, 4.65991], [7.98331, 1.20027, 5.11858], [9.60773, 0.67945, 2.71965], [10.32075, -0.93108, 2.95776], [10.17376, 0.05210, 5.16490], [8.84676, -1.12570, 5.07063], [-4.24667, -9.52388, -0.52482], [-3.68915, -10.76426, 0.86799], [-3.21006, -10.04810, 2.10244], [-1.45100, -9.26552, 1.86107], [-2.91872, -11.39122, 0.43140], [-4.56704, -11.36508, 1.09462], [-3.11499, -10.74770, 2.92983], [-3.86819, -9.23557, 2.39611], [2.29124, -2.09940, -11.03304], [3.01544, -0.84056, -9.73794], [4.22425, -0.12667, -10.27750], [5.80281, -1.26342, -10.29778], [3.22494, -1.40646, -8.83618], [2.21460, -0.13265, -9.54146], [4.47662, 0.71554, -9.63754], [4.07412, 0.21561, -11.29648], [-0.58465, 0.16874, -16.49990], [-0.18376, -0.97777, -14.98019], [0.27822, -0.19595, -13.78151], [2.10546, 0.42797, -13.99225], [0.57052, -1.68313, -15.31475], [-1.10922, -1.50401, -14.75791], [0.29315, -0.83464, -12.89998], [-0.33213, 0.68036, -13.58877], [-9.93686, 2.68211, 3.90576], [-11.40402, 1.98093, 4.96730], [-10.95957, 1.60902, 6.35744], [-9.92574, -0.03596, 6.36863], [-11.80234, 1.12966, 4.42472], [-12.14960, 2.77196, 5.00527], [-11.82164, 1.42261, 6.99385], [-10.33260, 2.37382, 6.80433], [-1.07269, -3.77293, -17.97201], [0.63866, -4.50382, -18.53126], [1.46259, -4.95794, -17.35606], [2.21965, -3.45613, -16.38442], [1.13593, -3.72852, -19.10500], [0.40504, -5.34710, -19.17704], [2.31049, -5.55110, -17.69064], [0.87697, -5.52846, -16.64263]],
  "e_lumo_ev": 1.31,
  "homo_lumo_gap_ev": 6.2,
  "multiplicity": 1,
  "charge": -1
}